# 1
ORCA calculation (ωB97M-V/def2-TZVPD) on a structure of composition C12H23BBeFN2NaO5 at a distorted geometry.

Structure (XYZ):
```
46
Properties=species:S:1:pos:R:3:nbo_charge:R:1
C 1.53 -3.57 -3.39 -0.11
H 3.58 3.19 -0.53 0.23
H -0.28 -6.22 -3.45 0.21
N 1.33 -4.87 -3.67 -0.49
H -0.96 3.00 0.03 0.20
H -0.13 -2.20 0.41 0.22
C -1.00 0.23 0.13 -0.49
H 0.44 -2.12 2.06 0.20
H -5.24 1.92 0.18 0.19
H -0.36 0.17 2.03 0.34
H -0.15 2.21 3.88 0.15
H -1.33 3.39 3.39 0.23
F 3.42 -5.50 -4.84 -0.90
O 6.09 3.83 0.05 -0.58
O -2.80 0.62 1.88 -0.74
C -0.56 -4.10 -2.80 -0.33
H -1.31 -1.96 1.72 0.22
C -1.31 2.68 1.01 -0.32
C -0.32 3.04 3.19 -0.28
O 5.22 3.44 2.07 -0.69
H 2.48 -3.13 -3.60 0.11
H -0.38 0.74 -0.61 0.21
C 5.25 3.35 0.83 0.75
H 4.55 1.71 -0.39 0.22
C 0.07 -5.21 -3.31 -0.05
C -4.31 1.90 0.74 -0.08
H -4.56 0.89 2.75 0.17
H -4.14 2.76 1.40 0.14
H -1.99 3.46 1.35 0.20
H 0.23 -2.02 -2.53 0.21
H -4.72 -0.15 1.27 0.16
H 0.36 3.87 3.42 0.21
H 3.43 2.17 0.93 0.15
C -0.30 -1.72 1.37 -0.43
H -1.57 -4.05 -2.43 0.22
C 0.38 -3.04 -2.85 -0.34
B -2.12 1.23 0.75 0.78
Na 3.12 -2.18 -5.14 0.98
N -0.13 -0.26 1.15 -0.59
H 2.08 -5.48 -4.10 0.50
H -1.51 -0.56 -0.42 0.23
C 4.13 2.56 0.16 -0.69
Be 1.37 1.12 2.39 1.14
O -3.24 1.59 -0.12 -0.70
O -0.13 2.56 1.86 -0.67
C -4.21 0.70 1.73 -0.08
```

Summary:
Electronic energy, eV: -34238.4262
HOMO, Ha: -0.2982
Frontier orbital gap, eV: 2.90


# 2
ORCA calculation (ωB97M-V/def2-TZVPD) on the molecule C4H4N2O at a distorted geometry.

Structure (XYZ):
```
11
Properties=species:S:1:pos:R:3:nbo_charge:R:1
H 0.62 -1.35 -1.79 0.22
C 0.07 1.42 0.01 0.29
H 1.27 1.17 -1.24 0.41
H 0.19 2.49 -0.19 0.18
C 0.31 -0.74 -0.94 0.02
C -0.66 -0.35 1.29 0.60
N -0.38 1.03 1.14 -0.49
H -0.36 -2.31 0.32 0.24
N 0.39 0.64 -1.08 -0.60
C -0.22 -1.24 0.19 -0.32
O -1.23 -0.76 2.28 -0.55
```

Summary:
Electronic energy, eV: -9239.6096
HOMO, Ha: -0.3550
Frontier orbital gap, eV: 10.15
Energy above the lowest of the compared OMol25 structures with the same formula, charge and spin, eV: 0.878
SMILES string: O=c1cc[nH]cn1


# 3
ORCA calculation (ωB97M-V/def2-TZVPD) on a structure of composition C7H2CuN4O7S at a distorted geometry.

Structure (XYZ):
```
22
Properties=species:S:1:pos:R:3:nbo_charge:R:1
O -0.86 1.88 4.01 -0.41
C 3.15 -1.81 -3.87 0.15
C -0.57 -0.95 1.03 -0.10
N -0.77 2.27 2.82 0.51
H -0.81 2.86 0.22 0.28
N -0.06 1.25 -1.81 0.51
H -0.50 -0.42 3.15 0.28
C -0.57 1.81 0.47 -0.11
Cu 0.82 -1.58 -2.25 0.81
C -0.56 1.31 1.81 -0.06
N 2.34 -2.09 -3.04 -0.76
O -0.65 -2.69 2.58 -0.42
O -0.64 2.26 -2.27 -0.36
O -0.74 -1.41 -1.31 -0.76
O 0.88 0.64 -2.41 -0.40
S 4.36 -1.50 -4.85 -0.27
N -0.91 -2.36 1.41 0.53
C -0.54 -0.04 2.14 -0.09
C -0.43 0.81 -0.49 -0.05
C -0.53 -0.60 -0.30 0.44
O -0.97 3.42 2.43 -0.39
O -1.43 -3.05 0.53 -0.33
```

Summary:
Electronic energy, eV: -83053.2654
HOMO, Ha: -0.1827
Frontier orbital gap, eV: 6.07
Net charge: -1


# 4
ORCA calculation (ωB97M-V/def2-TZVPD) on the molecule C19H27FN4O4S.

Structure (XYZ):
```
56
Properties=species:S:1:pos:R:3:nbo_charge:R:1
C 2.17 3.66 -0.99 -0.25
H 4.36 5.11 0.13 0.22
H -2.99 0.75 1.81 0.20
H 1.36 -1.07 2.01 0.21
H -3.18 1.80 0.39 0.19
C -3.26 -6.33 0.48 -0.39
H -2.18 -0.06 -0.68 0.23
H -0.90 -0.81 -2.56 0.24
H 5.40 3.47 -2.25 0.41
O -2.08 -2.60 -1.52 -0.63
C 1.05 -1.75 0.01 -0.22
N -1.25 1.79 1.25 -0.45
C -0.59 0.65 0.60 -0.04
H 1.67 -0.90 -0.31 0.20
H -0.80 -0.26 2.54 0.23
H -3.65 -4.61 -0.96 0.24
H -1.61 -6.10 1.94 0.22
H -3.04 2.50 2.02 0.24
N -0.02 -1.84 -0.98 -0.44
S 3.19 3.52 -2.38 2.33
C 1.06 2.90 -0.72 -0.21
N 2.34 4.59 0.01 -0.30
H 3.24 6.15 1.02 0.22
H 0.70 2.12 -1.37 0.24
H 0.60 -0.12 -1.94 0.19
C -1.76 -6.19 0.86 -0.43
O 3.45 4.81 -2.93 -0.94
C -0.68 -0.59 1.51 -0.41
O -1.13 3.90 2.05 -0.62
H -3.95 -6.60 1.28 0.21
H -3.75 -4.17 0.75 0.22
H -3.41 -7.01 -0.36 0.21
C -1.77 -4.85 0.17 0.02
C -1.18 0.37 -0.80 -0.45
C 0.52 3.37 0.50 -0.25
H 4.73 2.03 -1.72 0.40
C -3.27 -4.84 0.03 -0.42
C -0.70 3.05 1.29 0.68
H 0.46 0.91 0.51 0.22
C -0.79 -4.06 -0.24 0.26
H -1.07 -6.93 0.48 0.22
C -2.70 1.71 1.37 -0.42
H 1.69 -2.62 -0.03 0.23
C 3.39 5.59 0.10 -0.41
H 0.30 -2.46 1.90 0.21
H -1.58 -1.17 1.26 0.20
H 3.34 6.25 -0.76 0.23
H 1.25 5.04 1.78 0.23
C 0.55 -1.51 1.43 -0.42
N 4.64 3.04 -1.74 -1.08
C 1.34 4.41 0.91 0.05
H -1.30 1.31 -1.34 0.22
F 0.50 -4.45 0.01 -0.34
O 2.63 2.46 -3.17 -0.93
C -1.00 -2.78 -0.97 0.62
C -0.35 -0.58 -1.66 -0.20
```

Summary:
Electronic energy, eV: -47843.3505
HOMO, Ha: -0.3327
Frontier orbital gap, eV: 9.42
Energy above the lowest of the compared OMol25 structures with the same formula, charge and spin, eV: 0.206
SMILES string: CN(C(=O)c1cc(S(N)(=O)=O)n(C)c1)[C@H]1CCCN(C(=O)C(F)=C2CCC2)CC1


# 5
ORCA calculation (ωB97M-V/def2-TZVPD) on a cluster of 2 separate species, C9H13NO2 in total at a distorted geometry.

Structure (XYZ):
```
25
Properties=species:S:1:pos:R:3:nbo_charge:R:1
O 1.96 -0.42 3.32 -0.67
C -0.76 0.52 1.12 -0.18
H 2.67 1.93 2.21 0.21
H -1.63 3.49 0.44 0.22
C 1.69 1.54 1.95 -0.28
N 1.00 -2.42 -2.55 -0.82
O -0.14 -2.96 -0.71 -0.61
H -2.18 -3.04 -2.32 0.24
H -1.35 -2.37 -3.67 0.21
C 1.21 0.32 2.44 0.29
C -0.39 1.79 0.72 -0.05
H 1.89 -2.55 -2.11 0.40
H 1.11 -2.00 -3.46 0.39
H -2.19 2.21 -0.39 0.21
H -1.88 -1.35 -2.34 0.24
H 1.04 3.26 0.72 0.21
C -0.15 -2.59 -1.86 0.66
C -0.05 -0.13 2.14 -0.25
C -1.42 -2.29 -2.59 -0.72
C 0.86 2.29 1.13 -0.20
C -1.23 2.68 -0.17 -0.64
H -1.64 0.05 0.74 0.21
H -0.73 2.90 -1.08 0.22
H -0.43 -0.94 2.76 0.23
H 2.73 0.10 3.58 0.47
```

Summary:
Electronic energy, eV: -15128.9364
HOMO, Ha: -0.3017
Frontier orbital gap, eV: 8.98
Energy above the lowest of the compared OMol25 structures with the same formula, charge and spin, eV: 0.696
SMILES string: Cc1ccc(O)cc1.CC(N)=O


# 6
ORCA calculation (ωB97M-V/def2-TZVPD) on a structure of composition C36H34N3OOsSSi.

Structure (XYZ):
```
77
Properties=species:S:1:pos:R:3:mulliken_charge:R:1
C -2.69 -3.89 2.14 -0.72
C -0.35 -3.35 2.22 -0.19
C -0.47 -2.83 0.94 -0.31
C 4.66 0.58 -2.19 -1.28
C 0.49 0.59 4.48 -1.11
H 2.88 -1.79 4.51 0.49
H 1.96 1.92 -1.52 -0.02
H -3.57 -4.31 2.61 0.46
C -0.37 4.05 -0.94 -0.03
C 0.20 3.20 -3.45 -0.76
C -0.28 0.87 -2.65 0.90
C -2.71 3.56 1.95 -0.60
C 1.95 -0.96 2.76 -0.70
C 0.02 -1.41 -2.48 -1.24
N 2.74 -0.81 -0.34 0.07
C -0.41 -1.32 -3.77 -0.72
H 5.01 -4.75 -1.06 0.43
C -0.93 2.91 3.42 -1.27
C 0.32 4.55 -3.16 -0.67
H -1.41 0.81 -0.33 0.54
H 4.96 1.60 -2.46 0.44
C 3.00 -4.99 -0.40 -0.95
H -1.61 -0.31 0.84 0.36
C -1.48 -3.89 2.81 -0.99
H 1.50 -0.42 6.07 0.42
H 4.93 -2.28 -1.05 0.40
C 0.04 4.99 -1.88 -0.96
H -3.52 4.23 1.69 0.40
H 0.60 -3.31 2.73 0.50
C 1.79 -2.99 -0.01 0.87
C 4.11 -4.25 -0.76 -0.95
H -0.34 3.10 4.30 0.56
H -2.13 4.66 3.70 0.42
Si 3.81 0.60 -0.53 0.00
H -0.56 -2.13 -4.47 0.51
C 4.95 0.71 0.93 -1.01
C 2.90 -2.20 -0.38 0.13
C 1.39 -0.31 5.00 -1.01
H -3.72 -3.37 0.33 0.49
H 2.66 2.83 -0.22 0.65
C -2.78 -3.36 0.86 -0.81
C -0.66 1.78 2.64 0.29
H 3.97 0.22 -2.96 0.36
N -1.08 0.51 0.57 -0.63
H 3.04 -6.07 -0.41 0.46
C -1.66 -2.82 0.24 -0.31
H -1.71 -2.41 -0.76 0.51
H 0.44 2.82 -4.44 0.48
H 0.31 -2.36 -2.05 0.51
H 5.49 1.67 0.91 0.44
H 5.70 -0.08 0.92 0.35
H 2.55 -1.60 2.12 0.35
H 1.55 1.62 0.25 0.49
O 0.68 -2.23 0.36 0.92
H 0.63 5.24 -3.93 0.46
H 4.39 0.65 1.86 0.26
Os 1.04 -0.16 0.10 1.63
H 0.94 -4.94 0.27 0.57
C -1.38 1.61 1.47 0.63
H -0.12 1.18 5.15 0.55
C 1.81 -4.36 -0.01 -0.46
S -0.75 0.29 -4.20 -0.16
H -1.41 -4.30 3.81 0.46
N -0.50 2.76 -1.21 0.44
C 4.07 -2.86 -0.76 -0.38
C 2.15 -1.08 4.13 -0.92
H -0.61 4.35 0.08 0.25
C -1.94 3.79 3.08 -0.86
C -0.21 2.33 -2.44 -0.30
H 5.55 -0.04 -2.20 0.40
C 0.09 -0.15 -1.80 0.34
C -2.42 2.47 1.15 -0.72
H -2.99 2.30 0.24 0.38
H 0.14 6.03 -1.60 0.45
C 2.38 1.82 -0.52 -1.17
C 0.32 0.76 3.10 1.53
C 1.04 -0.05 2.21 0.67
```

Summary:
Electronic energy, eV: -65577.3372
HOMO, Ha: -0.3932
Frontier orbital gap, eV: 7.31
Energy above the lowest of the compared OMol25 structures with the same formula, charge and spin, eV: 0.448
Net charge: +1


# 7
ORCA calculation (ωB97M-V/def2-TZVPD) on the ion C6H9N2O2S3 with charge +1 at a distorted geometry.

Structure (XYZ):
```
22
Properties=species:S:1:pos:R:3:nbo_charge:R:1
S 2.83 -1.02 -0.65 0.44
H -3.52 3.25 -0.01 0.26
H -2.74 2.83 1.58 0.24
S 1.04 -0.37 1.60 2.20
H -0.79 0.97 2.39 0.27
S -1.83 1.94 -0.52 0.36
H 0.49 -3.47 -1.94 0.43
H 0.47 1.07 -1.65 0.24
H -0.63 -1.31 -1.56 0.43
O 0.81 -1.73 1.28 -0.95
H 2.55 1.22 0.21 0.31
C 1.36 -1.83 -1.12 0.42
C 0.39 0.34 -0.84 -0.05
C -0.43 0.65 1.48 -0.52
N 0.29 -1.02 -1.35 -0.58
C -0.64 0.89 0.14 -0.17
N 1.33 -3.02 -1.65 -0.72
C -3.08 2.44 0.67 -0.74
H -3.86 1.60 0.75 0.25
C 1.94 0.25 0.15 -0.66
O 1.77 -0.11 2.74 -0.91
H 2.25 -3.56 -1.70 0.45
```

Summary:
Electronic energy, eV: -45939.7187
HOMO, Ha: -0.4578
Frontier orbital gap, eV: 8.92
Energy above the lowest of the compared OMol25 structures with the same formula, charge and spin, eV: 0.000
Net charge: +1


# 8
ORCA calculation (ωB97M-V/def2-TZVPD) on a structure of composition C4H6BaO2 at a distorted geometry.

Structure (XYZ):
```
13
Properties=species:S:1:pos:R:3:mulliken_charge:R:1
C 1.56 -1.26 0.36 0.23
H -2.28 -2.29 -0.54 0.20
H 2.09 -1.51 1.30 0.38
H -2.01 -0.99 -2.99 0.16
O -2.55 -1.46 -2.35 -0.32
Ba 1.08 0.24 -2.30 1.25
C -1.67 -2.05 -1.42 -0.72
C 0.27 -1.93 0.08 -0.57
C -0.41 -1.49 -1.20 -0.57
H 0.52 -3.01 0.12 0.28
H -0.33 -1.79 1.01 0.32
H -1.92 -3.71 -1.69 0.08
O 2.08 -0.44 -0.40 -0.73
```

Summary:
Electronic energy, eV: -9026.7443
HOMO (alpha / beta), Ha: -0.1656 / -0.1655
Frontier orbital gap (alpha / beta), eV: 3.58 / 3.57
Energy above the lowest of the compared OMol25 structures with the same formula, charge and spin, eV: 2.802